The following is a DFT calculation (ωB97M-V/def2-TZVPD) of 24 unconnected molecules or ions with the total composition C72H168N24O24 at a distorted geometry.

Results
* energy relative to the best compared isomer or geometry (same formula, charge and spin): 81.05 kJ/mol
* spin multiplicity: 1
* largest force on an atom: 0.08670 Eh/bohr
* total charge: 0

Each line ends with the Löwdin charge.
Geometry (Å):
C1 -3.690115 0.573339 -2.681632  0.04
C2 -3.643911 1.167700 -4.122595  -0.54
O1 -2.580791 1.308982 -4.675293  0.00
N1 -4.775799 1.637680 -4.640144  0.04
C3 -4.889787 2.397796 -5.892138  -0.04
H1 -4.696125 0.529265 -2.262585  0.07
H2 -3.090234 1.241872 -2.028293  0.07
H3 -3.265712 -0.408777 -2.782897  0.06
H4 -5.647659 1.483638 -4.207601  0.06
H5 -5.426428 3.338849 -5.693387  0.09
H6 -5.373291 1.837823 -6.677897  0.07
H7 -3.831650 2.527995 -6.231661  0.09
C4 0.697207 1.594004 -4.929617  0.00
C5 0.773614 0.379927 -4.015418  -0.45
O2 1.152354 -0.716537 -4.540415  -0.05
N2 0.372652 0.509660 -2.707195  0.08
C6 -0.342306 1.739110 -2.316755  -0.06
H8 0.737566 1.377529 -5.968536  0.06
H9 1.554898 2.290916 -4.766076  0.09
H10 -0.280687 2.122290 -4.811722  0.07
H11 0.255259 -0.242583 -2.043853  0.11
H12 -0.465386 1.813508 -1.228459  0.07
H13 -1.309427 1.700156 -2.806548  0.04
H14 0.213883 2.610601 -2.631740  0.07
C7 -2.849001 4.241473 3.737306  0.01
C8 -1.743694 3.888433 2.741401  -0.50
O3 -1.129136 2.785675 2.771654  -0.04
N3 -1.641602 4.783403 1.753360  0.00
C9 -0.756370 4.565089 0.694080  -0.09
H15 -2.314334 4.473890 4.692310  0.10
H16 -3.560922 3.400517 3.865719  0.08
H17 -3.470951 5.062662 3.359663  0.06
H18 -2.328309 5.563342 1.794743  0.15
H19 0.318685 4.765451 0.951286  0.10
H20 -0.976800 5.273655 -0.161708  0.10
H21 -0.818473 3.515254 0.406693  0.07
C10 6.669873 5.275293 0.597518  0.02
C11 6.695560 4.823019 2.057817  -0.54
O4 5.965014 5.361096 2.889248  -0.02
N4 7.429699 3.773306 2.382394  0.02
C12 7.351766 3.160985 3.656126  -0.07
H22 7.021801 4.552698 -0.139530  0.05
H23 7.337881 6.153891 0.508538  0.09
H24 5.659184 5.650424 0.374165  0.08
H25 7.834547 3.236545 1.621123  0.10
H26 8.343283 2.793185 3.908723  0.08
H27 6.695842 2.273203 3.596241  0.09
H28 6.995232 3.916853 4.375492  0.09
C13 2.811557 3.612425 -0.750170  0.03
C14 3.533989 2.527527 -1.567574  -0.50
O5 3.404443 2.437784 -2.790153  -0.01
N5 4.297667 1.597598 -0.923714  0.05
C15 4.651910 1.602844 0.491736  -0.05
H29 3.484012 4.491947 -0.737208  0.09
H30 2.552636 3.336344 0.312633  0.08
H31 1.919499 3.846542 -1.289415  0.04
H32 4.666737 0.830078 -1.461739  0.08
H33 5.467454 0.911386 0.524439  0.07
H34 3.823330 1.354956 1.163096  0.06
H35 4.967851 2.553234 0.895974  0.07
C16 -1.695081 -6.739735 1.500253  0.00
C17 -2.876844 -5.824840 1.783012  -0.47
O6 -3.843906 -5.919319 0.969002  -0.03
N6 -2.795446 -4.849254 2.722171  0.02
C18 -3.898383 -3.986845 3.045895  -0.07
H36 -1.862735 -7.582286 0.777686  0.10
H37 -1.079105 -7.039737 2.388672  0.09
H38 -0.871322 -6.158342 1.046729  0.06
H39 -2.144374 -5.028079 3.533833  0.09
H40 -3.676229 -3.548855 4.079217  0.12
H41 -4.785165 -4.577392 2.997655  0.07
H42 -4.034467 -3.229560 2.284689  0.05
C19 3.439195 5.290737 -4.813530  -0.01
C20 4.245346 4.487431 -5.808683  -0.56
O7 4.560156 5.065909 -6.823017  0.04
N7 4.554606 3.168362 -5.543802  0.04
C21 5.548595 2.448698 -6.386198  -0.07
H43 4.141716 6.070300 -4.486357  0.09
H44 3.116215 4.773440 -3.911703  0.05
H45 2.594863 5.863019 -5.254614  0.08
H46 4.349249 2.803207 -4.592266  0.09
H47 5.200270 1.888025 -7.264640  0.09
H48 6.180429 1.879463 -5.808038  0.03
H49 6.267405 3.141536 -6.887695  0.09
C22 0.613363 -4.752189 6.414735  0.03
C23 -0.247432 -4.219708 5.321940  -0.51
O8 -1.260124 -4.809461 4.984218  0.02
N8 0.132595 -3.065325 4.722009  0.06
C24 -0.543389 -2.337492 3.664786  -0.04
H50 0.028126 -5.302483 7.087110  0.07
H51 1.045066 -3.952378 6.968007  0.05
H52 1.397884 -5.422481 6.039774  0.10
H53 0.921651 -2.559765 5.084525  0.09
H54 -0.393867 -2.772297 2.651468  0.10
H55 -0.239048 -1.322880 3.716242  0.05
H56 -1.611892 -2.279372 3.901550  0.08
C25 -1.031452 -0.527211 -7.784178  0.01
C26 -2.211461 -1.366695 -7.340299  -0.56
O9 -2.164549 -2.595525 -7.593358  0.00
N9 -3.224392 -0.701890 -6.830199  0.02
C27 -4.380803 -1.347435 -6.405009  -0.10
H57 -0.741332 0.056582 -6.873875  0.07
H58 -1.270541 0.263391 -8.478959  0.08
H59 -0.168403 -1.092557 -8.081189  0.08
H60 -3.004952 0.225244 -6.429104  0.12
H61 -4.848802 -1.893048 -7.251465  0.11
H62 -5.184341 -0.712099 -6.061139  0.06
H63 -4.209764 -2.072638 -5.631758  0.06
C28 2.461233 -5.572981 0.270217  0.01
C29 2.117309 -4.120955 0.405534  -0.53
O10 2.832005 -3.418711 1.145217  -0.02
N10 1.115187 -3.603647 -0.358438  0.04
C30 0.253810 -4.368023 -1.222898  -0.06
H64 3.409549 -5.731627 0.714789  0.07
H65 2.666520 -5.808226 -0.771650  0.09
H66 1.695682 -6.083043 0.740772  0.05
H67 0.907411 -2.611704 -0.241156  0.08
H68 0.432383 -5.406488 -1.069626  0.06
H69 0.373257 -4.132278 -2.294841  0.07
H70 -0.811697 -4.192472 -1.043451  0.07
C31 7.074958 2.498694 -2.246180  0.02
C32 7.666422 1.766206 -1.080519  -0.59
O11 8.105645 2.399094 -0.133882  0.00
N11 7.750421 0.465955 -1.135187  0.04
C33 8.369629 -0.213253 0.031529  -0.04
H71 7.052466 1.893646 -3.120521  0.06
H72 7.719775 3.334657 -2.543046  0.10
H73 6.065328 2.817482 -2.052199  0.06
H74 7.243196 -0.026607 -1.831775  0.07
H75 7.770997 0.060733 0.876932  0.06
H76 9.453569 0.141183 0.195536  0.12
H77 8.290412 -1.286918 -0.051710  0.08
C34 -3.793171 -4.560966 -2.344233  0.03
C35 -2.858902 -3.403957 -2.684730  -0.49
O12 -2.501675 -2.515038 -1.878465  -0.01
N12 -2.473173 -3.332286 -3.997595  0.04
C36 -1.321469 -2.474753 -4.375503  -0.05
H78 -3.581616 -5.410945 -2.948810  0.08
H79 -4.738789 -4.169862 -2.537644  0.06
H80 -3.900159 -4.873986 -1.360299  0.04
H81 -2.600552 -4.155774 -4.556482  0.12
H82 -0.627040 -2.502783 -3.601205  0.04
H83 -1.632854 -1.491749 -4.647816  0.06
H84 -0.919222 -2.931025 -5.268708  0.08
C37 -5.513771 0.802831 3.992972  0.00
C38 -6.116987 0.331469 2.693653  -0.51
O13 -5.958576 1.015367 1.673422  -0.02
N13 -6.885618 -0.793149 2.713072  0.03
C39 -7.042826 -1.628089 3.844312  -0.07
H85 -6.137777 0.597636 4.886273  0.09
H86 -5.359770 1.907778 3.835674  0.08
H87 -4.522685 0.364966 4.215422  0.06
H88 -7.100839 -1.094654 1.792227  0.08
H89 -6.172715 -1.550382 4.450760  0.07
H90 -7.210700 -2.677320 3.502978  0.10
H91 -7.915803 -1.325666 4.417153  0.09
C40 1.731331 -7.710849 -5.325314  0.00
C41 2.406109 -6.670223 -4.544813  -0.57
O14 3.049234 -6.892974 -3.544992  0.05
N14 2.272605 -5.393579 -5.016271  0.00
C42 2.852693 -4.292009 -4.373261  -0.11
H92 1.672447 -7.493810 -6.385103  0.08
H93 0.689614 -7.749861 -5.000660  0.10
H94 2.173486 -8.628235 -5.164910  0.06
H95 1.880742 -5.154066 -5.945749  0.16
H96 3.750124 -4.550443 -3.786359  0.10
H97 2.163828 -3.818546 -3.716107  0.05
H98 3.229483 -3.517616 -5.022758  0.08
C43 -5.159443 -2.243890 0.301793  0.00
C44 -6.407665 -3.135264 0.435795  -0.48
O15 -7.519318 -2.584685 0.329474  -0.02
N15 -6.243429 -4.485712 0.668409  0.02
C45 -7.314052 -5.323922 0.985806  -0.10
H99 -5.004235 -1.645492 1.200658  0.04
H100 -5.491931 -1.562590 -0.542792  0.11
H101 -4.272927 -2.803331 0.025655  0.06
H102 -5.358494 -4.824668 1.086281  0.07
H103 -7.608126 -5.278004 2.011950  0.08
H104 -7.138513 -6.328854 0.737257  0.07
H105 -8.166155 -5.145111 0.363366  0.08
C46 1.401657 3.565806 4.549957  -0.01
C47 2.575718 3.640605 3.651757  -0.53
O16 2.856301 2.714460 2.873920  -0.02
N16 3.307914 4.788211 3.668666  0.00
C48 3.216503 5.874008 4.621725  -0.10
H106 1.724632 3.455150 5.617348  0.11
H107 0.803691 2.758952 4.230514  0.04
H108 0.768675 4.458532 4.590228  0.08
H109 4.175042 4.852347 3.004627  0.14
H110 2.159068 6.226821 4.547674  0.08
H111 3.821160 6.760292 4.410054  0.08
H112 3.522231 5.521836 5.632666  0.09
C49 -7.079307 -1.326282 -3.634290  0.00
C50 -7.567360 -0.039173 -2.972835  -0.50
O17 -7.405720 1.087678 -3.452877  -0.01
N17 -8.040868 -0.168363 -1.669607  0.03
C51 -8.350390 1.002277 -0.810730  -0.04
H113 -7.328455 -2.193275 -2.948335  0.09
H114 -5.943950 -1.306869 -3.798699  0.08
H115 -7.585466 -1.367686 -4.609356  0.09
H116 -7.794320 -0.933729 -1.093585  0.06
H117 -7.963498 1.900935 -1.274185  0.07
H118 -7.978980 0.811409 0.210098  0.07
H119 -9.386188 1.225731 -0.846413  0.06
C52 2.756845 -1.808914 7.975626  0.00
C53 2.137496 -1.141209 6.767589  -0.54
O18 0.918746 -0.920295 6.733271  -0.02
N18 2.976895 -0.960379 5.744571  0.03
C54 2.610513 -0.182013 4.583288  -0.04
H120 3.334928 -1.135330 8.625842  0.09
H121 3.371901 -2.719556 7.799968  0.09
H122 1.916172 -2.162222 8.581338  0.08
H123 3.942376 -1.216770 5.900006  0.10
H124 3.190789 0.742739 4.439814  0.08
H125 1.572354 0.101682 4.573803  0.07
H126 2.944673 -0.755382 3.706129  0.09
C55 1.684914 7.643475 -2.823944  0.01
C56 0.672862 6.528633 -3.030690  -0.54
O19 0.441454 5.687930 -2.177037  0.01
N19 -0.033799 6.577024 -4.208123  0.00
C57 -0.911477 5.500584 -4.581596  -0.07
H127 1.605306 8.385824 -3.589858  0.07
H128 2.646692 7.128891 -2.717480  0.08
H129 1.440308 8.081315 -1.855327  0.09
H130 0.331060 7.106784 -4.970114  0.12
H131 -0.473332 5.026693 -5.475178  0.09
H132 -1.938679 5.823391 -4.765077  0.08
H133 -0.954529 4.794900 -3.763654  0.07
C58 7.644745 -3.134771 4.455396  0.00
C59 6.145156 -2.961779 4.705820  -0.55
O20 5.754950 -2.073129 5.394060  0.05
N20 5.280002 -3.892774 4.167348  0.01
C60 3.856911 -3.795964 4.360265  -0.09
H134 8.106151 -3.794438 5.252825  0.10
H135 8.156459 -2.158004 4.569197  0.09
H136 7.814018 -3.527708 3.444334  0.07
H137 5.679318 -4.590002 3.516214  0.15
H138 3.667053 -3.389702 5.347053  0.06
H139 3.348030 -4.741239 4.024378  0.10
H140 3.415961 -3.108440 3.621461  0.06
C61 1.007970 0.387702 1.024328  0.02
C62 -0.254424 -0.305736 0.744910  -0.56
O21 -0.326179 -1.378959 0.136164  -0.01
N21 -1.377638 0.245836 1.239173  0.05
C63 -2.715386 -0.291382 0.967008  -0.05
H141 1.777319 -0.370772 1.271412  0.10
H142 0.854341 1.171242 1.759763  0.07
H143 1.381093 0.846040 0.104431  0.08
H144 -1.286402 1.154482 1.666450  0.07
H145 -3.367611 0.373472 0.368833  0.08
H146 -3.140685 -0.551565 1.957095  0.07
H147 -2.569855 -1.242120 0.352151  0.09
C64 -1.721148 0.623961 5.267778  0.00
C65 -2.532209 0.011255 6.324083  -0.53
O22 -3.763243 0.221806 6.430546  -0.01
N22 -1.912052 -0.744789 7.248501  0.02
C66 -2.512852 -1.518152 8.284072  -0.08
H148 -2.153402 0.473207 4.269252  0.08
H149 -0.718836 0.190621 5.314763  0.05
H150 -1.725654 1.696703 5.380198  0.08
H151 -0.903977 -0.838270 7.080284  0.08
H152 -2.742577 -2.566520 7.962017  0.10
H153 -3.439728 -1.082967 8.570936  0.06
H154 -1.947577 -1.470868 9.208223  0.08
C67 3.638250 -1.788825 -1.277091  0.01
C68 4.466181 -1.245273 -2.368319  -0.47
O23 5.663176 -0.896412 -2.187482  -0.04
N23 3.869876 -1.077799 -3.608079  0.03
C69 4.486932 -0.400177 -4.701924  -0.07
H155 3.745756 -1.306290 -0.315266  0.08
H156 3.919196 -2.819653 -1.117637  0.09
H157 2.602122 -1.752383 -1.604550  0.08
H158 2.850290 -1.235797 -3.721129  0.09
H159 4.796245 -1.111101 -5.465406  0.09
H160 5.333777 0.155358 -4.350907  0.06
H161 3.738934 0.320748 -5.055854  0.08
C70 -3.723940 3.775963 -0.279039  0.01
C71 -4.555039 4.606736 0.659782  -0.57
O24 -4.488792 5.852487 0.645804  0.00
N24 -5.257488 3.932931 1.561754  0.01
C72 -6.277818 4.654590 2.307364  -0.06
H162 -3.118898 3.169897 0.354250  0.06
H163 -3.198856 4.455226 -0.902378  0.07
H164 -4.403519 3.196041 -0.943661  0.10
H165 -5.432995 2.956130 1.317705  0.10
H166 -5.841784 5.539699 2.842432  0.10
H167 -6.703292 3.954834 3.017599  0.07
H168 -7.090198 5.021795 1.668712  0.09

Cartesian forces (eV/Å) of the 3 atoms listed first:
C -0.4 1.1 -1.0
C -1.2 0.4 2.2
O 2.0 -0.2 -1.1